Entry 1:
{"formula": "C4H6N2O", "method": "the ωB97M-V functional and the def2-TZVPD basis", "smiles": "COc1c[nH]cn1", "homo_lumo_gap_ev": 9.50, "de_lowest_ev": 1.237, "energy_ha": -340.749458, "homo_ev": -8.63, "total_charge": 0, "symbols": ["C", "O", "C", "C", "N", "C", "N", "H", "H", "H", "H", "H", "H"], "positions_angstrom": [[-2.2515, -0.5500, -0.1423], [-1.2284, -0.0565, -0.9894], [0.0212, 0.0286, -0.4796], [0.5230, 1.0370, 0.2981], [1.8432, 0.6982, 0.4960], [2.0623, -0.4714, -0.1595], [0.9769, -0.9106, -0.7489], [-2.6084, -1.5127, -0.5233], [-3.0720, 0.1708, -0.1570], [-1.9012, -0.6531, 0.8893], [0.0740, 1.9349, 0.6918], [2.5270, 1.2399, 0.9986], [3.0339, -0.9550, -0.1735]], "atomic_forces_ev_per_a": [[-0.203, -0.027, 0.167], [0.200, 0.102, -0.253], [0.055, 0.027, 0.194], [-0.041, 0.011, -0.070], [0.064, -0.032, -0.017], [0.107, -0.026, 0.061], [0.027, 0.128, 0.010], [0.074, 0.097, 0.138], [-0.022, -0.101, -0.001], [0.001, -0.077, -0.127], [0.080, -0.102, -0.053], [-0.085, -0.104, -0.061], [-0.256, 0.105, 0.012]]}



Entry 2:
{"formula": "C4H6N2O", "method": "the ωB97M-V functional and the def2-TZVPD basis", "homo_lumo_gap_ev": 9.38, "de_lowest_ev": 3.049, "energy_ha": -340.682868, "homo_ev": -8.42, "total_charge": 0, "symbols": ["N", "C", "O", "C", "C", "C", "N", "H", "H", "H", "H", "H", "H"], "positions_angstrom": [[1.9967, -1.2582, -0.9738], [1.5837, -0.4262, -0.1383], [2.1966, 0.6781, 0.4764], [0.8984, 0.9457, 1.0342], [0.2786, -0.1139, 0.5063], [-1.9857, 0.2306, -0.2593], [-0.9853, -0.6429, 0.3538], [2.9619, -1.0792, -1.2512], [0.7252, 1.8322, 1.6277], [-1.5107, 1.1529, -0.6163], [-2.4458, -0.2734, -1.1146], [-2.7764, 0.5042, 0.4449], [-0.9372, -1.5499, -0.0896]], "atomic_forces_ev_per_a": [[-0.032, 0.380, 0.268], [0.036, -0.478, -0.418], [0.152, 0.018, 0.035], [-0.153, 0.067, 0.099], [0.053, 0.054, -0.012], [-0.224, 0.160, -0.087], [0.178, -0.017, -0.046], [-0.012, -0.022, 0.107], [-0.001, -0.139, -0.118], [-0.114, -0.174, 0.026], [0.012, 0.103, 0.120], [0.089, -0.053, -0.037], [0.016, 0.102, 0.064]]}



Entry 3:
{"formula": "C4H6N2O", "method": "the ωB97M-V functional and the def2-TZVPD basis", "smiles": "Cc1c[nH]c(O)n1", "homo_lumo_gap_ev": 8.96, "de_lowest_ev": 0.604, "energy_ha": -340.772725, "homo_ev": -8.14, "total_charge": 0, "symbols": ["C", "C", "C", "N", "C", "O", "N", "H", "H", "H", "H", "H", "H"], "positions_angstrom": [[2.0459, 0.4380, 0.0946], [0.5922, 0.1932, -0.1343], [0.1377, -1.0838, -0.0713], [-1.2398, -0.9973, 0.0074], [-1.5217, 0.3234, -0.0586], [-2.8095, 0.7016, -0.0333], [-0.4685, 1.0899, -0.1617], [2.2146, 0.8420, 1.0991], [2.5792, 1.0596, -0.6296], [2.4530, -0.5775, 0.1220], [0.6630, -2.0003, -0.2854], [-1.8659, -1.7258, 0.3080], [-2.8158, 1.6456, -0.2387]], "atomic_forces_ev_per_a": [[0.092, 0.067, -0.016], [0.192, -0.376, 0.193], [0.014, -0.060, -0.184], [-0.260, 0.047, -0.244], [0.092, -0.101, 0.015], [0.047, 0.283, -0.059], [-0.127, -0.275, 0.311], [-0.088, 0.148, -0.189], [-0.191, -0.087, 0.014], [0.459, 0.313, -0.176], [-0.079, -0.090, 0.507], [-0.084, 0.122, -0.291], [-0.068, 0.009, 0.120]]}



Entry 4:
{"formula": "C4H6N2O", "method": "the ωB97M-V functional and the def2-TZVPD basis", "smiles": "[NH3+]c1cc[nH]c1[O-]", "homo_lumo_gap_ev": 6.65, "de_lowest_ev": 2.056, "energy_ha": -340.719344, "homo_ev": -6.49, "total_charge": 0, "symbols": ["N", "C", "C", "O", "N", "C", "C", "H", "H", "H", "H", "H", "H"], "positions_angstrom": [[1.4848, -0.5683, -0.9929], [0.3398, -0.3386, -0.1176], [0.3328, 0.9612, 0.4153], [1.2431, 1.8210, 0.3420], [-0.9310, 1.0732, 0.9820], [-1.6960, -0.0639, 0.7154], [-0.9448, -0.9519, 0.0003], [1.4330, -0.0297, -1.8694], [1.6512, -1.5498, -1.2161], [2.2911, -0.1710, -0.4914], [-1.2695, 1.9266, 1.3951], [-2.6849, -0.1803, 1.1364], [-1.2532, -1.9485, -0.2927]], "atomic_forces_ev_per_a": [[0.097, -0.103, -0.122], [-0.042, 0.205, 0.054], [-0.173, -0.270, 0.041], [-0.041, 0.028, 0.033], [0.070, 0.053, -0.036], [-0.020, -0.004, 0.012], [0.000, -0.011, -0.005], [-0.060, -0.121, 0.055], [0.003, 0.158, 0.119], [-0.083, -0.008, -0.070], [0.044, -0.134, -0.022], [0.166, 0.018, -0.097], [0.039, 0.188, 0.039]]}



Entry 5:
{"formula": "C4H6N2O", "method": "the ωB97M-V functional and the def2-TZVPD basis", "homo_lumo_gap_ev": [7.12, 7.07], "de_lowest_ev": 5.167, "energy_ha": -340.605015, "homo_ev": [-8.47, -8.45], "total_charge": 0, "symbols": ["C", "C", "C", "C", "O", "N", "N", "H", "H", "H", "H", "H", "H"], "positions_angstrom": [[-1.9902, 0.0093, -0.1694], [-0.5707, 0.0327, 0.3632], [0.4634, -0.3870, -0.5308], [1.7312, -0.2516, -0.0535], [2.9337, -0.4036, -0.7500], [2.2301, 0.0906, 1.1012], [-0.2087, 0.4322, 1.5379], [-2.7296, 0.3899, 0.5417], [-2.2650, -1.0164, -0.4416], [-2.0485, 0.6092, -1.0851], [0.2861, -0.7433, -1.5317], [3.1669, 0.4776, -1.0871], [-0.9988, 0.7603, 2.1052]], "atomic_forces_ev_per_a": [[0.005, 0.002, 0.017], [-0.174, 0.126, 0.345], [0.357, -0.042, -0.114], [0.481, 0.223, 0.096], [-0.080, -0.128, -0.785], [-1.235, 0.395, 0.734], [-0.154, -0.192, -0.419], [0.241, -0.053, -0.020], [0.055, 0.147, 0.065], [0.016, -0.083, 0.158], [0.010, 0.044, -0.071], [0.015, -0.307, 0.083], [0.464, -0.131, -0.089]]}



Entry 6:
{"formula": "C4H6N2O", "method": "the ωB97M-V functional and the def2-TZVPD basis", "smiles": "Nc1ccc(O)[nH]1", "homo_lumo_gap_ev": 8.07, "de_lowest_ev": 1.164, "energy_ha": -340.752140, "homo_ev": -7.33, "total_charge": 0, "symbols": ["N", "C", "C", "C", "C", "O", "N", "H", "H", "H", "H", "H", "H"], "positions_angstrom": [[-2.2706, -0.0331, 0.1552], [-0.8748, 0.1494, 0.2284], [-0.1274, 1.2945, 0.3146], [1.2500, 0.9013, 0.2472], [1.2754, -0.4557, 0.1314], [2.2740, -1.3257, -0.2010], [-0.0257, -0.9274, 0.1291], [-2.6587, 0.6635, -0.4708], [-2.4967, -0.9525, -0.2176], [-0.5173, 2.3060, 0.3301], [2.1191, 1.5409, 0.2376], [2.3305, -1.2664, -1.1635], [-0.2778, -1.8949, 0.2793]], "atomic_forces_ev_per_a": [[0.031, -0.114, -0.049], [-0.013, 0.054, -0.097], [-0.231, -0.111, -0.071], [0.165, -0.267, -0.001], [-0.273, 0.321, -0.108], [0.173, -0.013, 0.037], [-0.093, 0.203, 0.019], [-0.128, -0.103, 0.170], [-0.015, 0.290, 0.091], [0.085, -0.241, 0.102], [-0.082, -0.023, -0.057], [0.288, -0.232, 0.131], [0.093, 0.236, -0.167]]}



Entry 7:
{"formula": "C4H6N2O", "method": "the ωB97M-V functional and the def2-TZVPD basis", "smiles": "[H]/N=C/OCCC#N", "homo_lumo_gap_ev": 11.16, "de_lowest_ev": 1.617, "energy_ha": -340.735469, "homo_ev": -10.45, "total_charge": 0, "symbols": ["N", "C", "O", "C", "C", "C", "N", "H", "H", "H", "H", "H", "H"], "positions_angstrom": [[0.6081, -0.6207, -1.5399], [1.4402, 0.1072, -0.9333], [1.1256, 1.0457, -0.0288], [-0.1534, 1.0814, 0.5953], [-0.6867, -0.2958, 1.0227], [-1.6676, -0.8751, 0.1010], [-2.4537, -1.3402, -0.6069], [1.0916, -1.2766, -2.1492], [2.5262, 0.0877, -1.0348], [-0.8753, 1.6107, -0.0314], [0.0421, 1.6855, 1.4840], [0.1519, -0.9938, 1.1093], [-1.1491, -0.2161, 2.0121]], "atomic_forces_ev_per_a": [[0.267, 0.187, 0.262], [0.036, -0.094, -0.270], [0.289, -0.113, 0.147], [-0.210, 0.083, 0.069], [0.046, -0.062, 0.008], [-0.695, -0.463, -0.599], [0.608, 0.458, 0.773], [-0.098, 0.110, -0.004], [-0.019, 0.008, -0.147], [0.071, -0.123, -0.055], [-0.179, -0.082, -0.097], [-0.143, 0.075, 0.078], [0.028, 0.018, -0.163]]}



Entry 8:
{"formula": "C4H6N2O", "method": "the ωB97M-V functional and the def2-TZVPD basis", "homo_lumo_gap_ev": [8.38, 8.39], "de_lowest_ev": 3.372, "energy_ha": -340.671000, "homo_ev": [-8.78, -8.78], "total_charge": 0, "symbols": ["C", "C", "C", "N", "C", "O", "N", "H", "H", "H", "H", "H", "H"], "positions_angstrom": [[-0.3066, 0.3983, -1.8811], [-0.1625, 0.1429, -0.4039], [-0.1714, 1.2723, 0.5587], [0.1182, 1.2158, 1.7959], [-0.3394, -1.5060, 1.2825], [0.6476, -2.1931, 1.8434], [-0.1291, -1.0503, 0.0695], [-1.0884, -0.2382, -2.3036], [0.6266, 0.1775, -2.4098], [-0.5585, 1.4453, -2.0733], [-0.5532, 2.2225, 0.1761], [0.5089, 0.3091, 2.0616], [1.4360, -2.2482, 1.2705]], "atomic_forces_ev_per_a": [[0.017, 0.023, 0.060], [0.028, -0.254, 0.132], [-0.022, 0.108, 0.279], [0.011, 0.049, -0.441], [0.081, -0.073, -0.276], [0.033, -0.057, -0.148], [-0.127, 0.251, 0.165], [0.095, 0.050, 0.064], [-0.109, 0.017, 0.108], [0.032, -0.162, 0.053], [0.101, -0.085, -0.030], [-0.113, 0.079, 0.023], [-0.026, 0.052, 0.012]]}



Entry 9:
{"formula": "C4H6N2O", "method": "the ωB97M-V functional and the def2-TZVPD basis", "smiles": "CNC(=O)N1C=C1", "homo_lumo_gap_ev": 9.57, "de_lowest_ev": 3.740, "energy_ha": -340.657480, "homo_ev": -8.66, "total_charge": 0, "symbols": ["O", "C", "N", "C", "C", "C", "N", "H", "H", "H", "H", "H", "H"], "positions_angstrom": [[0.9565, 1.6441, 1.2449], [0.6447, 0.7891, 0.4352], [1.2912, -0.4041, 0.3197], [0.7946, -1.5448, -0.4193], [-1.7423, 0.5082, -0.2100], [-1.5289, 1.7428, 0.0330], [-0.3729, 1.0061, -0.5442], [2.0009, -0.5479, 1.0217], [1.5821, -2.2996, -0.4755], [0.5264, -1.2465, -1.4356], [-2.3126, -0.3939, -0.3539], [-0.0835, -2.0050, 0.0567], [-1.7561, 2.7514, 0.3273]], "atomic_forces_ev_per_a": [[-0.113, -0.243, -0.231], [0.090, 0.011, 0.134], [0.002, 0.172, 0.170], [-0.077, -0.114, -0.124], [-0.116, 0.168, 0.102], [-0.189, -0.152, -0.016], [0.291, 0.015, 0.010], [-0.087, -0.006, -0.072], [-0.101, 0.121, -0.017], [0.044, -0.049, 0.129], [0.083, 0.150, 0.099], [0.149, 0.057, -0.088], [0.024, -0.131, -0.097]]}



Entry 10:
{"formula": "C4H6N2O", "method": "the ωB97M-V functional and the def2-TZVPD basis", "smiles": "Nc1cc[nH]c1O", "homo_lumo_gap_ev": 8.44, "de_lowest_ev": 1.220, "energy_ha": -340.750072, "homo_ev": -7.49, "total_charge": 0, "symbols": ["N", "C", "C", "O", "N", "C", "C", "H", "H", "H", "H", "H", "H"], "positions_angstrom": [[1.3661, 0.8156, 1.2017], [0.4816, 0.0819, 0.3610], [-0.3055, 0.7191, -0.5590], [-0.5315, 2.0543, -0.5897], [-1.0940, -0.1855, -1.1962], [-0.8547, -1.4248, -0.6459], [0.1209, -1.2924, 0.3117], [2.2040, 1.0905, 0.6975], [1.6523, 0.2829, 2.0138], [-0.4931, 2.1680, 0.3835], [-1.7952, 0.0595, -1.8753], [-1.3813, -2.2926, -1.0055], [0.5341, -2.0819, 0.9237]], "atomic_forces_ev_per_a": [[0.064, -0.157, 0.061], [-0.019, -0.148, -0.340], [0.047, -0.467, 0.210], [-0.058, 0.057, 0.621], [-0.065, 0.025, 0.114], [0.038, -0.195, -0.092], [0.046, -0.162, -0.035], [-0.123, -0.010, 0.121], [-0.085, 0.044, -0.068], [0.039, 1.138, -0.572], [0.061, -0.119, 0.122], [0.115, -0.007, 0.001], [-0.062, 0.001, -0.142]]}